C4H7NO | ωB97M-V/def2-TZVPD

XYZ file:
```
13
Properties=species:S:1:pos:R:3:forces:R:3:lowdin_charge:R:1
C -0.150 -0.609 1.784 -0.152 -0.076 0.071 -0.03
C -1.101 0.026 0.767 -0.613 -0.045 0.192 -0.48
O -2.228 -0.364 0.551 0.099 0.122 0.276 0.06
C -0.327 1.071 0.036 -0.201 -0.113 0.032 0.00
C 1.038 0.372 -1.634 0.486 0.068 -0.224 -0.09
N -0.334 0.733 -1.263 0.099 -0.279 0.635 -0.08
H -0.137 0.037 2.669 -0.042 -0.056 -0.088 0.09
H 0.895 -0.659 1.444 -0.335 0.113 -0.124 0.08
H -0.496 -1.606 2.058 -0.062 0.117 -0.057 0.08
H 1.611 0.626 -0.742 0.445 -0.023 -0.436 0.07
H 1.043 -0.720 -1.723 0.247 0.235 -0.207 0.09
H 1.462 0.860 -2.506 -0.235 0.003 -0.286 0.07
H -1.057 0.087 -1.603 0.265 -0.064 0.215 0.13
```
Positions in Å, forces in eV/Å.

Summary:
Charge: 0
Relative energy (zero: lowest compared OMol25 entry of this formula, charge and spin), kcal/mol: 95.8
Frontier orbital gap (spin up / spin down), eV: 8.425 / 8.425
E_tot, eV: -7795.4916

C6H9N | ωB97M-V/def2-TZVPD

XYZ file:
```
16
Properties=species:S:1:pos:R:3:forces:R:3:lowdin_charge:R:1
C 1.655 -0.691 0.841 -0.057 0.045 0.067 -0.04
C 0.422 -0.225 0.106 0.075 0.172 0.198 -0.35
C 0.546 0.775 -1.033 0.100 0.050 -0.189 -0.06
C -0.311 1.101 0.118 0.119 0.503 -0.039 -0.17
C -1.685 0.418 -0.022 -0.160 0.504 -0.044 -0.22
N -1.835 -0.704 -0.921 -0.043 0.099 -0.300 0.07
C -0.970 -0.904 0.197 -0.502 0.480 0.485 -0.18
H 1.403 -1.171 1.792 -0.011 0.100 -0.088 0.07
H 2.316 0.157 1.059 -0.126 -0.100 -0.005 0.08
H 2.246 -1.410 0.256 -0.252 0.119 0.046 0.08
H 1.493 1.304 -1.047 0.047 -0.273 -0.026 0.11
H 0.109 0.642 -2.023 0.129 -0.003 0.148 0.10
H -0.155 1.873 0.860 -0.004 0.265 -0.322 0.14
H -2.593 0.722 0.489 0.329 0.023 0.069 0.13
H -1.309 -0.604 -1.782 -0.075 -0.220 0.009 0.09
H -1.393 -1.122 1.165 0.429 -1.765 -0.011 0.14
```
Positions in Å, forces in eV/Å.

Summary:
Charge: 0
Relative energy (zero: lowest compared OMol25 entry of this formula, charge and spin), kcal/mol: 100.8
Frontier orbital gap, eV: 9.000
E_tot, eV: -7853.7900

C4H7NO | ωB97M-V/def2-TZVPD

XYZ file:
```
13
Properties=species:S:1:pos:R:3:forces:R:3:lowdin_charge:R:1
C -1.208 0.414 -1.520 -0.158 -0.054 -0.105 -0.06
C -0.047 -0.860 1.091 -0.477 -0.545 0.382 -0.40
N 0.904 -1.385 1.915 0.014 -0.007 0.010 0.08
C 0.950 1.105 -0.135 -0.278 -0.161 -0.279 0.03
C 0.007 0.783 -0.836 0.330 -0.023 0.460 -0.26
O -1.221 -1.165 1.183 0.492 0.210 -0.098 -0.03
H 1.878 -1.237 1.721 -0.091 0.000 -0.005 0.07
H 0.657 -2.128 2.565 -0.004 0.153 -0.153 0.09
H 1.830 1.341 0.416 -0.014 0.035 -0.013 0.07
H 0.802 2.184 -1.383 0.110 0.356 -0.223 0.14
H -0.994 -0.109 -2.452 -0.001 0.036 0.063 0.09
H -1.806 1.303 -1.728 0.042 -0.042 0.011 0.10
H -1.754 -0.246 -0.836 0.034 0.041 -0.050 0.08
```
Positions in Å, forces in eV/Å.

Summary:
Charge: 0
Relative energy (zero: lowest compared OMol25 entry of this formula, charge and spin), kcal/mol: 169.2
Frontier orbital gap (spin up / spin down), eV: 7.810 / 6.510
E_tot, eV: -7792.3074

C4H4Cl2 | ωB97M-V/def2-TZVPD

XYZ file:
```
10
Properties=species:S:1:pos:R:3:forces:R:3:lowdin_charge:R:1
Cl -3.039 0.833 0.091 0.419 0.326 0.110 0.56
C -1.274 0.720 -0.007 -3.510 -1.640 -0.483 -0.53
C -0.781 -0.507 -0.086 2.760 2.628 -0.433 -0.19
C 0.690 -0.569 -0.224 1.098 2.416 0.868 -0.13
C 1.312 0.664 -0.097 1.975 -4.267 -0.530 -0.54
Cl 3.058 0.870 0.061 -0.568 -0.378 -0.225 0.56
H -0.834 1.655 -0.222 0.231 0.512 0.246 0.05
H -1.299 -1.391 -0.074 -1.565 -1.726 0.234 0.08
H 1.186 -1.563 -0.247 -0.064 1.139 0.023 0.12
H 0.903 1.619 -0.121 -0.776 0.991 0.190 0.02
```
Positions in Å, forces in eV/Å.

Summary:
Charge: 0
Relative energy (zero: lowest compared OMol25 entry of this formula, charge and spin), kcal/mol: 23.3
Frontier orbital gap, eV: 8.591
E_tot, eV: -29255.6486

C4H12NO2P | ωB97M-V/def2-TZVPD

XYZ file:
```
20
Properties=species:S:1:pos:R:3:forces:R:3:lowdin_spin:R:1
C -1.151 -0.290 -0.995 -0.917 0.276 -1.274 0.02
C -0.918 2.090 0.068 -2.039 -1.152 -4.704 0.02
C 1.835 -2.475 -0.825 -2.106 -2.466 -0.541 0.85
C -0.644 0.567 0.157 3.132 1.974 -0.545 0.14
N -0.992 0.047 1.434 -1.475 0.391 2.740 0.01
O 1.748 0.106 1.614 -2.045 -1.921 1.074 0.12
O 2.001 1.449 -0.568 0.621 1.302 -0.470 0.21
P 1.269 0.368 0.081 -0.444 -0.737 0.314 0.45
H -1.234 0.190 -2.012 -0.267 0.482 1.384 0.00
H -2.138 -0.572 -0.622 -0.224 -0.477 -0.744 0.00
H -0.576 -1.159 -1.360 -0.051 0.027 1.349 0.01
H -0.640 2.657 0.874 0.709 1.049 2.250 0.00
H -0.492 2.597 -0.864 -0.203 -0.959 1.222 0.00
H -2.031 2.165 -0.130 0.849 0.180 0.594 0.01
H 2.839 -2.245 -1.022 1.099 0.650 -0.546 0.06
H 1.712 -3.074 0.107 -0.307 0.622 -0.867 0.05
H 1.078 -2.616 -1.693 1.545 0.374 1.780 0.04
H -2.020 0.126 1.493 0.315 -0.567 0.052 0.01
H -0.719 0.674 2.271 -0.093 -1.028 -2.114 0.00
H 1.071 -0.605 1.990 1.901 1.982 -0.952 0.00
```
Positions in Å, forces in eV/Å.

Summary:
Charge: 0
Relative energy (zero: lowest compared OMol25 entry of this formula, charge and spin), kcal/mol: 2.6
Spin multiplicity: 3
Frontier orbital gap (spin up / spin down), eV: 7.590 / 8.675
E_tot, eV: -19213.1942

What did the fifth record say?
C4H12NO2P | ωB97M-V/def2-TZVPD

XYZ file:
```
20
Properties=species:S:1:pos:R:3:forces:R:3:lowdin_spin:R:1
C -1.151 -0.290 -0.995 -0.917 0.276 -1.274 0.02
C -0.918 2.090 0.068 -2.039 -1.152 -4.704 0.02
C 1.835 -2.475 -0.825 -2.106 -2.466 -0.541 0.85
C -0.644 0.567 0.157 3.132 1.974 -0.545 0.14
N -0.992 0.047 1.434 -1.475 0.391 2.740 0.01
O 1.748 0.106 1.614 -2.045 -1.921 1.074 0.12
O 2.001 1.449 -0.568 0.621 1.302 -0.470 0.21
P 1.269 0.368 0.081 -0.444 -0.737 0.314 0.45
H -1.234 0.190 -2.012 -0.267 0.482 1.384 0.00
H -2.138 -0.572 -0.622 -0.224 -0.477 -0.744 0.00
H -0.576 -1.159 -1.360 -0.051 0.027 1.349 0.01
H -0.640 2.657 0.874 0.709 1.049 2.250 0.00
H -0.492 2.597 -0.864 -0.203 -0.959 1.222 0.00
H -2.031 2.165 -0.130 0.849 0.180 0.594 0.01
H 2.839 -2.245 -1.022 1.099 0.650 -0.546 0.06
H 1.712 -3.074 0.107 -0.307 0.622 -0.867 0.05
H 1.078 -2.616 -1.693 1.545 0.374 1.780 0.04
H -2.020 0.126 1.493 0.315 -0.567 0.052 0.01
H -0.719 0.674 2.271 -0.093 -1.028 -2.114 0.00
H 1.071 -0.605 1.990 1.901 1.982 -0.952 0.00
```
Positions in Å, forces in eV/Å.

Summary:
Charge: 0
Relative energy (zero: lowest compared OMol25 entry of this formula, charge and spin), kcal/mol: 2.6
Spin multiplicity: 3
Frontier orbital gap (spin up / spin down), eV: 7.590 / 8.675
E_tot, eV: -19213.1942

Look up the charge of the fourth one.
0

Which value of charge does entry 2 give?
0

Which of these has the lowest relative energy (zero: lowest compared OMol25 entry of this formula, charge and spin)?
C4H12NO2P